Computed, not measured: a cluster of 26 separate species, C82H209N29O26 in total in a non-equilibrium geometry, with the ωB97M-V functional and the def2-TZVPD basis.

Structure (XYZ):
```
346
Properties=species:S:1:pos:R:3:mulliken_charge:R:1
C 1.2376 -5.9681 -5.9579 -0.601
O 1.7241 -5.7553 -4.6416 -0.149
H 1.2343 -4.9818 -6.5044 0.073
H 1.9918 -6.5724 -6.4272 0.276
H 0.2361 -6.4007 -5.9199 0.228
H 1.2911 -5.0267 -4.2147 0.220
C 0.8679 3.8313 1.6600 1.366
O 1.3922 4.5310 2.8103 -0.753
H 0.7737 2.7345 1.9913 -0.338
H -0.1705 4.2665 1.3592 -0.120
H 1.5228 3.9596 0.8402 -0.513
H 0.7830 4.3079 3.5191 0.491
C -0.5676 -6.9136 -2.5235 0.052
O -1.1733 -6.0571 -3.4672 -0.520
H -0.7932 -6.6035 -1.4597 -0.041
H -1.0699 -7.8789 -2.6622 0.358
H 0.4820 -7.0411 -2.7468 -0.295
H -1.4049 -5.2168 -3.0461 0.217
C 2.4308 -5.1884 3.0083 -0.035
O 1.6481 -5.2050 4.1892 -0.613
H 2.2263 -6.0756 2.3736 0.462
H 2.1930 -4.2790 2.3989 -0.194
H 3.5283 -5.1613 3.2298 0.165
H 1.5994 -4.3003 4.5806 0.193
C 3.1773 -8.7590 -2.6308 -0.777
O 3.5024 -7.3849 -2.9487 -0.534
H 2.2079 -9.0276 -3.0837 0.278
H 3.8536 -9.4333 -3.2216 0.268
H 3.2694 -8.9388 -1.5684 0.297
H 2.6836 -6.9659 -3.2296 0.289
C 4.6828 1.2509 -2.2235 0.761
O 3.5015 1.6126 -2.9722 -0.114
H 5.2571 0.3824 -2.7083 -0.640
H 5.3825 2.1360 -2.1562 0.024
H 4.2761 0.9787 -1.2660 0.139
H 2.8679 0.8716 -2.8148 -0.267
C -3.6231 -0.2140 -3.6743 0.338
O -4.1230 -1.5484 -3.3546 -0.534
H -3.5819 0.3475 -2.6909 -0.464
H -2.5814 -0.3191 -4.0365 -0.209
H -4.1128 0.3573 -4.4503 0.559
H -4.2814 -2.1467 -4.1022 0.154
C -1.2300 2.3307 4.3302 0.769
O -1.1196 3.7965 4.1064 -0.657
H -2.0622 1.8731 3.7698 -0.414
H -0.2760 1.7939 4.1826 -0.427
H -1.4714 2.1998 5.4001 0.486
H -1.3401 4.0305 3.1653 0.227
C 1.0458 -1.3927 2.1394 0.687
C -0.0159 -1.6075 1.0048 2.315
C -1.2768 -0.8504 1.4951 -1.981
C -1.1453 0.6797 1.3963 1.588
C -0.7143 1.0049 -0.0168 -1.397
C 0.4803 0.2510 -0.5620 3.185
N 0.3695 -1.1787 -0.3111 0.800
O 1.5494 -1.8801 -0.6238 0.783
C 0.3941 0.3630 -2.0501 -1.546
C 1.8164 0.7243 -0.0392 0.213
C -0.2691 -3.1557 0.9340 -0.665
H 1.9671 -1.1270 1.7082 -0.782
H 1.0564 -2.2064 2.8517 -0.092
H 0.6736 -0.5489 2.7126 -0.925
H -2.1756 -1.1687 0.9990 0.731
H -1.3442 -1.0563 2.5536 0.305
H -0.4148 0.9777 2.1053 -1.885
H -2.1020 1.2282 1.6622 0.059
H -0.5614 2.0441 -0.1519 1.443
H -1.6550 0.7564 -0.5520 -0.341
H 0.9727 -0.3115 -2.6762 -0.586
H -0.6083 0.2604 -2.4116 0.113
H 0.5959 1.3932 -2.3750 0.556
H 1.7936 0.9090 1.0170 -0.909
H 2.6532 0.0193 -0.2502 -0.352
H 2.0861 1.7214 -0.5174 0.123
H 0.5711 -3.6654 0.5394 0.874
H -1.1507 -3.4609 0.3532 -1.204
H -0.4545 -3.5390 1.9184 -0.072
H 1.2462 -2.4680 -1.3946 -0.132
C 5.0036 -2.0610 2.3899 -0.727
C 6.4222 -2.3517 1.7748 2.789
C 6.1529 -2.4614 0.2422 -1.965
C 5.8266 -1.0770 -0.2567 2.028
C 6.9779 -0.0843 0.0205 -1.841
C 7.1767 0.1188 1.5300 2.085
N 7.3753 -1.2724 2.0334 0.019
O 7.4222 -1.2551 3.4947 -0.455
C 8.5325 0.9276 1.7251 -1.752
C 5.9270 0.8085 2.1427 -1.129
C 7.0488 -3.6753 2.2932 -2.422
H 4.3153 -1.5330 1.7782 -0.574
H 5.1138 -1.6302 3.3665 0.415
H 4.4776 -3.0313 2.6428 -0.236
H 7.0808 -2.8491 -0.2718 0.189
H 5.4107 -3.2315 0.0915 0.591
H 4.8145 -0.8424 0.1365 -0.737
H 5.6537 -1.1664 -1.3484 -0.689
H 6.7248 0.8258 -0.5147 0.302
H 7.8947 -0.4523 -0.3198 0.719
H 8.7915 1.0550 2.7878 0.384
H 9.2970 0.3966 1.1263 0.404
H 8.4500 1.9032 1.1808 0.332
H 6.1189 1.8702 2.1238 0.734
H 5.0592 0.4932 1.6935 -0.242
H 5.8162 0.5882 3.2473 0.014
H 7.0600 -3.7537 3.3757 0.480
H 8.1191 -3.7210 2.0623 0.529
H 6.6517 -4.6217 1.7618 0.231
H 8.1805 -1.8433 3.7163 0.339
C -6.4184 1.6481 4.0319 -1.646
C -7.0656 0.2792 4.0564 2.020
C -8.5809 0.4361 3.9631 -1.299
C -9.0392 0.6894 2.5343 -0.689
C -8.4951 -0.3984 1.5494 -1.294
C -7.0120 -0.4655 1.5776 2.043
N -6.5329 -0.6539 2.9861 0.019
O -5.1545 -0.8599 3.1999 0.475
C -6.5944 -1.7208 0.7628 -2.446
C -6.4206 0.7371 0.8770 -0.961
C -6.7882 -0.3780 5.3717 -1.762
H -5.3532 1.5892 3.8625 0.097
H -6.5530 2.0909 5.0087 0.645
H -6.9423 2.3466 3.3231 0.177
H -9.1578 -0.4190 4.3303 0.377
H -8.7175 1.3049 4.6386 0.442
H -8.7041 1.6539 2.2239 0.214
H -10.0919 0.5732 2.5312 0.476
H -8.8033 -0.1170 0.5212 0.352
H -8.9081 -1.4213 1.6998 0.349
H -7.0564 -1.6035 -0.2526 0.527
H -5.4864 -1.7574 0.6387 -0.093
H -6.9654 -2.6067 1.1593 0.906
H -6.8666 1.6480 1.2101 -0.149
H -5.3111 0.6940 0.9081 -0.046
H -6.6335 0.5915 -0.2331 0.419
H -7.1908 -1.4250 5.4723 0.379
H -7.1723 0.2813 6.2329 0.350
H -5.6798 -0.3638 5.5890 0.261
H -4.7312 -0.1936 2.5938 -0.024
C 4.4265 -3.5009 6.3761 -1.803
C 3.8165 -2.1769 6.9468 1.653
C 4.9461 -1.3952 7.7362 -1.115
C 4.4379 0.0220 8.0780 -0.650
C 4.0204 0.8026 6.9111 -1.046
C 3.0279 0.0945 5.9293 1.407
N 3.5486 -1.2818 5.7770 0.050
O 2.6534 -2.0148 4.8065 1.482
C 1.5668 0.1319 6.4600 -1.480
C 3.0415 0.8012 4.5170 -0.743
C 2.5386 -2.5186 7.7398 -1.910
H 3.6254 -4.1528 5.8778 0.162
H 4.8882 -4.1155 7.1957 0.475
H 5.1733 -3.2873 5.6864 0.343
H 5.2747 -1.9588 8.6084 0.383
H 5.7355 -1.3615 6.9683 0.259
H 5.2984 0.5246 8.5634 0.466
H 3.6742 -0.0842 8.8732 0.291
H 4.8594 0.8403 6.1621 0.331
H 3.6493 1.8145 7.1394 0.300
H 0.8011 -0.3014 5.8260 0.152
H 1.4647 -0.2847 7.4510 0.283
H 1.1681 1.1757 6.4590 0.468
H 4.0320 1.2259 4.3305 0.308
H 2.8146 0.1655 3.6643 -0.690
H 2.3251 1.7005 4.6936 0.236
H 2.6635 -3.4471 8.3595 0.420
H 1.7861 -2.7776 7.0187 0.358
H 2.1539 -1.7858 8.3920 0.428
H 3.2819 -2.2470 4.1196 -0.535
C 3.8241 4.9306 -3.6877 -1.416
C 3.8796 5.4854 -2.2165 1.736
C 5.3448 5.7593 -1.8522 -1.465
C 6.0328 6.9222 -2.5465 -0.577
C 5.1775 8.1590 -2.2924 -1.412
C 3.6754 7.8965 -2.6652 1.209
N 3.1719 6.7122 -1.9671 -0.132
O 1.8379 6.5330 -2.3180 1.769
C 2.8122 9.0071 -2.1064 -1.548
C 3.5835 7.8519 -4.1525 -1.695
C 3.2867 4.4872 -1.2341 -1.357
H 4.4252 5.4793 -4.3866 0.492
H 2.8296 5.1338 -4.1134 -0.008
H 4.0555 3.8505 -3.8095 0.082
H 5.3579 5.9245 -0.7966 0.562
H 5.9472 4.8713 -2.1174 0.154
H 6.1616 6.7613 -3.6206 0.320
H 6.9960 7.0559 -2.0104 0.472
H 5.4338 9.0553 -2.8696 0.398
H 5.1830 8.4990 -1.2329 0.341
H 1.8080 8.8083 -2.4519 0.229
H 2.8507 9.0075 -1.0068 0.324
H 3.0532 10.0491 -2.4041 0.436
H 4.3902 7.4011 -4.6605 0.436
H 2.5785 7.5219 -4.4351 0.057
H 3.6054 8.9346 -4.4348 0.553
H 3.8469 3.5581 -1.2577 -0.302
H 2.2671 4.2263 -1.6046 0.135
H 3.2389 4.8925 -0.2404 0.708
H 1.3254 6.6962 -1.5253 -0.458
C -1.6585 -3.7213 5.2292 -2.432
C -2.6336 -4.6731 4.5959 2.842
C -3.7209 -3.8956 3.8110 -0.478
C -4.3956 -4.7583 2.7438 -0.074
C -3.3820 -5.5325 1.8813 -0.461
C -2.4439 -6.4003 2.6824 1.780
N -1.7583 -5.4090 3.6656 1.187
O -0.8890 -6.2135 4.4424 -0.692
C -3.2082 -7.6459 3.1723 -2.080
C -1.3253 -6.8799 1.7093 -1.446
C -3.3557 -5.4637 5.6766 -1.995
H -2.1593 -2.8993 5.7281 0.575
H -1.0255 -3.2025 4.5720 0.187
H -0.9585 -4.1322 5.9896 0.329
H -4.5386 -3.4679 4.4842 0.350
H -3.3700 -2.9497 3.3583 -0.824
H -5.0383 -4.1294 2.0704 -0.409
H -5.0410 -5.5013 3.1767 0.376
H -2.6939 -4.8298 1.3800 -0.771
H -3.9525 -6.0318 1.1160 0.533
H -4.1450 -7.4189 3.5747 0.395
H -3.3551 -8.3264 2.3426 0.499
H -2.5856 -8.2376 3.8694 0.385
H -0.6142 -7.6130 2.1167 0.483
H -1.7005 -7.2174 0.7151 0.401
H -0.6596 -6.0285 1.4479 -0.129
H -4.3430 -5.8545 5.3580 0.314
H -3.5449 -4.8678 6.5757 0.513
H -2.7416 -6.2954 6.0493 0.346
H 0.0280 -5.8792 4.2357 0.440
C -4.0053 6.2254 -0.8566 -0.769
C -5.0156 6.8283 0.0474 1.909
C -6.3070 6.1899 -0.1745 -1.941
C -6.4083 4.6830 0.3124 0.138
C -6.1233 4.6777 1.7776 -0.677
C -4.8353 5.3982 2.0773 1.824
N -4.7986 6.7658 1.4816 -0.105
O -3.5495 7.4014 1.7844 -0.421
C -4.8333 5.6250 3.6237 -2.284
C -3.5673 4.4893 1.7819 -0.461
C -5.1604 8.3406 -0.3504 -1.862
H -4.2560 6.5167 -1.9211 0.550
H -3.9240 5.1268 -0.8430 -0.585
H -2.9699 6.5636 -0.7523 0.275
H -7.0544 6.8772 0.2472 0.381
H -6.4824 6.2030 -1.2397 0.521
H -5.7411 4.0257 -0.2300 -0.236
H -7.4407 4.2802 0.0999 0.598
H -6.0582 3.6984 2.1768 -1.050
H -6.9004 5.1372 2.3355 0.924
H -5.7552 6.0803 3.8986 0.606
H -4.9006 4.6582 4.0848 0.292
H -4.0060 6.2088 3.9774 0.423
H -2.7310 5.1664 1.8765 -0.019
H -3.4510 3.6643 2.4515 0.614
H -3.6033 4.0246 0.7988 -0.250
H -6.0801 8.7416 0.1229 0.423
H -5.3416 8.3984 -1.4736 0.321
H -4.1878 8.8868 -0.1663 0.350
H -3.6732 8.2130 2.2820 0.307
C 5.7656 -4.2950 -3.1718 0.531
O 6.5064 -3.3819 -2.8309 -0.699
N 5.7695 -5.5392 -2.5348 -0.257
N 4.7792 -4.1188 -4.0659 -0.152
H 5.1524 -6.3246 -2.8357 0.160
H 6.2852 -5.7760 -1.7125 0.218
H 4.3081 -4.9268 -4.5312 0.124
H 4.8945 -3.2957 -4.6400 0.130
C -0.9244 2.1908 -6.4143 0.312
O -0.4502 2.5590 -5.3656 -0.410
N -1.8541 2.8934 -7.0768 -0.410
N -0.4588 1.0290 -7.0747 -0.214
H -2.1117 3.7193 -6.5849 0.208
H -2.0678 2.8914 -8.0579 0.190
H -0.1254 0.3281 -6.4368 0.013
H -0.9177 0.7893 -7.9166 0.129
C 2.2168 -1.2227 -5.6674 0.004
O 1.0409 -1.3578 -6.0768 -0.886
N 3.1886 -0.6039 -6.3744 -0.156
N 2.6205 -1.6606 -4.4401 1.355
H 4.1351 -0.5428 -5.9646 0.164
H 2.9429 -0.2505 -7.2994 0.231
H 3.4967 -1.2678 -4.0716 -0.113
H 2.0062 -2.1930 -3.7992 -0.555
C -3.3264 2.9358 -2.3059 0.168
O -3.8540 2.2850 -1.3644 -0.390
N -4.1107 3.7235 -3.1155 -0.370
N -2.0167 3.0277 -2.6795 0.746
H -3.6673 4.5161 -3.4533 0.143
H -5.0401 3.9365 -2.7480 0.319
H -1.9095 3.4957 -3.5525 -0.233
H -1.3961 2.3330 -2.3277 -0.290
C -4.1762 -4.4871 -5.4791 0.708
O -3.4732 -3.5126 -5.2594 -0.649
N -5.1826 -4.4655 -6.3666 -0.540
N -4.0213 -5.6032 -4.7689 -0.154
H -5.0611 -3.6693 -6.9685 0.307
H -5.5184 -5.3215 -6.8134 0.222
H -3.2489 -5.7696 -4.1550 -0.018
H -4.5405 -6.4258 -4.9759 0.192
C 6.7365 -0.4758 -4.7262 0.334
O 5.5742 -0.9029 -4.8192 -0.490
N 7.7638 -1.2812 -4.2583 -0.493
N 7.0250 0.8407 -4.8866 -0.407
H 8.4686 -0.8237 -3.6604 0.268
H 7.3205 -2.1239 -3.8440 0.210
H 7.9986 1.0461 -5.1676 0.244
H 6.3227 1.2715 -5.4640 0.268
C -0.6077 -3.1786 -3.4480 0.682
O 0.4650 -3.3313 -2.8640 -1.689
N -0.7397 -2.6949 -4.6454 0.754
N -1.7371 -3.4572 -2.7209 0.790
H -1.6955 -2.6138 -4.9524 -0.029
H -0.0572 -2.1862 -5.2026 -0.118
H -2.6222 -2.9595 -2.9430 -0.399
H -1.7401 -3.4058 -1.6869 -0.307
C -1.2113 6.0034 -4.2575 0.568
O -2.2904 5.6476 -4.7257 -0.733
N -1.1356 7.0396 -3.3708 -0.385
N -0.0793 5.3042 -4.4848 -0.117
H -1.9945 7.3614 -2.9568 0.190
H -0.2547 7.2574 -2.8791 0.181
H 0.6666 5.4631 -3.7646 -0.181
H -0.0160 4.4547 -4.9878 0.326
C -5.8954 -5.5538 -0.7631 0.633
O -5.2695 -6.5916 -0.6104 -0.672
N -7.1331 -5.3261 -0.2828 -0.304
N -5.4139 -4.5271 -1.5402 -0.192
H -7.6238 -4.4869 -0.2892 0.169
H -7.5333 -6.1559 0.1458 0.238
H -5.8208 -3.6119 -1.4548 0.189
H -4.4148 -4.4173 -1.4752 0.023
C -1.8910 -2.4112 -8.5206 0.707
O -3.1251 -2.3693 -8.6334 -0.629
N -1.2680 -3.2946 -7.6275 -0.373
N -1.0163 -1.6700 -9.2740 -0.579
H -0.3800 -3.0311 -7.2452 0.163
H -2.0332 -3.5453 -6.9780 0.060
H -1.5444 -0.8630 -9.5684 0.241
H -0.0771 -1.5137 -8.9107 0.314
C 0.5817 7.1831 0.7315 0.652
O 0.2933 7.5468 -0.4347 -0.657
N -0.3537 7.0014 1.6354 -0.225
N 1.8643 6.9608 1.1449 -0.310
H -0.1138 6.6758 2.5207 0.214
H -1.3077 6.8951 1.4022 -0.023
H 2.5297 6.8750 0.3671 -0.140
H 2.1327 6.4382 1.9406 0.366
```

E (Eh): -6793.954261
Molecular weight (g mol⁻¹): 2017.8